Record 1
C28H60Ga | wB97M-V/def2-TZVPD

Each line ends with the Löwdin charge.
CARTESIAN COORDINATES (ANGSTROEM)
H  3.928  -1.933  3.647  0.1133
C  0.320  -0.706  -3.268  -0.1939
H  0.748  -1.553  -2.733  0.0869
H  -2.360  1.809  -1.179  0.1025
H  -3.650  7.856  0.064  0.0661
H  -0.626  -0.331  -5.176  0.0982
C  -0.220  -1.177  -4.616  -0.2198
H  -3.164  0.283  -1.428  0.1120
H  -0.117  4.539  -2.985  0.1076
H  7.112  -4.278  4.276  0.0707
C  4.434  -2.672  4.271  -0.2116
C  5.724  -2.015  4.789  -0.2246
H  -0.011  -2.853  -1.272  0.0794
H  1.516  -1.069  3.930  0.0813
C  -2.849  1.196  -1.940  -0.1995
C  -0.982  -3.448  -3.595  -0.1969
H  -3.548  5.612  0.676  0.0935
H  -2.325  6.339  1.660  0.0939
H  -2.772  5.820  -2.636  0.0884
H  -0.628  6.418  -1.322  0.0956
H  4.048  -3.267  6.295  0.0942
C  -1.543  5.025  0.129  -0.1844
H  -3.655  3.799  -1.559  0.0909
H  0.312  -1.703  1.257  -0.0773
H  3.017  -4.078  5.140  0.0931
C  -4.009  3.429  -2.525  -0.1992
C  -1.138  -4.356  1.348  -0.3308
H  -1.341  -2.707  -5.589  0.0966
Ga  -0.431  -2.681  2.325  0.3207
H  1.869  -3.472  3.180  0.0281
H  6.512  -2.360  2.820  0.0989
C  3.464  -3.116  5.380  -0.2326
H  5.545  -0.956  4.979  0.1026
H  1.951  -2.222  6.650  0.0941
H  1.159  -0.034  -3.470  0.1041
C  -2.564  6.083  0.628  -0.2401
C  -3.147  4.002  -3.671  -0.1998
C  6.913  -2.186  3.820  -0.2696
H  8.195  -3.256  5.195  0.0651
C  0.985  -3.136  3.734  -0.3541
C  -2.181  5.089  -3.188  -0.2003
H  0.366  5.074  -0.834  0.1016
H  -2.593  7.248  -1.240  0.0393
H  0.374  -1.640  5.106  0.0821
H  -3.823  4.471  -4.389  0.1019
C  7.760  -3.402  4.206  -0.1253
H  -1.700  -1.910  2.986  -0.1035
C  -4.100  1.900  -2.483  -0.2015
H  -1.923  8.093  0.133  0.0716
C  -2.697  7.383  -0.169  -0.1202
H  -1.181  3.509  -2.067  0.0869
C  -1.010  4.547  -2.354  -0.1960
H  -2.076  4.099  -0.086  0.0815
H  2.932  -1.101  5.751  0.0969
H  -2.605  3.213  -4.188  0.0942
H  -1.420  1.645  -3.511  0.0947
C  -1.819  0.769  -2.993  -0.2201
H  0.632  -1.536  -5.202  0.1040
H  -1.078  -0.675  -1.590  0.0870
H  -0.786  -5.268  1.845  0.0256
C  -1.272  -2.301  -4.577  -0.2089
H  -2.229  -4.376  1.448  0.0232
H  -1.224  -4.378  -4.117  0.0953
H  -5.022  3.823  -2.641  0.1027
H  0.202  -4.900  -0.273  0.0912
H  0.084  -3.505  -3.375  0.1024
H  -0.885  4.782  0.963  0.1015
H  7.532  -1.289  3.805  0.0937
C  -0.658  5.354  -1.092  -0.2019
C  1.299  -1.912  4.589  -0.3283
H  6.009  -2.452  5.750  0.0951
H  4.691  -3.511  3.622  0.1054
C  -1.811  -3.401  -2.290  -0.1902
H  -1.475  -2.456  -0.383  0.0638
C  2.404  -2.059  5.670  -0.2237
H  -1.469  -5.268  -0.586  0.0794
H  -1.769  5.610  -4.056  0.1052
H  -2.437  -4.291  -2.226  0.0945
H  -2.247  -1.866  -4.356  0.0869
H  -2.501  -2.556  -2.374  0.0894
H  0.674  -3.984  4.356  0.0396
H  8.549  -3.589  3.479  0.0610
C  -0.809  -4.503  -0.153  -0.3103
C  -0.997  -3.222  -0.986  -0.2518
H  -0.100  0.753  -1.762  0.1133
H  -2.345  0.158  -3.728  0.0949
H  -4.324  1.543  -3.491  0.1095
C  -0.667  0.012  -2.330  -0.1800
H  -4.943  1.629  -1.845  0.1029

Values from the calculation:
Net charge: -1
Total energy (a.u.): -3027.5966
HOMO level (eV): -4.4320
Gap between HOMO and LUMO (eV): 6.9796

---

Record 2
C28H61AlBrFO9P | wB97M-V/def2-TZVPD

Each line ends with the Löwdin charge.
CARTESIAN COORDINATES (ANGSTROEM)
H  3.132  -4.512  -5.701  0.1074
C  -0.905  -2.454  1.436  0.1122
C  -1.691  -1.847  0.765  -0.1456
H  -2.539  0.773  -1.178  0.1068
H  -4.052  4.236  5.856  0.0057
C  -2.011  3.467  -0.242  -0.1300
C  2.903  -3.799  -6.501  -0.3307
C  -2.760  3.581  7.150  -0.3197
O  3.646  -0.555  0.451  -0.0861
C  0.374  2.396  0.001  -0.4949
H  -3.559  -0.916  0.453  0.1175
C  -2.814  4.792  8.065  -0.0978
C  -2.978  -5.900  -0.560  -0.3170
H  3.624  -0.239  1.362  0.0600
H  -2.655  2.667  7.733  0.1108
H  -1.930  5.002  1.317  0.0931
O  -0.253  -2.990  -3.898  -0.0917
H  -1.477  -5.874  -5.167  0.0729
H  -2.801  5.441  -0.127  0.1022
C  -3.976  4.312  1.197  -0.5883
H  -0.169  -3.324  -3.000  0.0819
C  0.396  0.896  3.861  -0.0654
H  3.699  2.431  1.671  0.0845
H  3.473  4.618  -1.263  0.0640
C  -3.486  -5.318  0.745  -0.0859
H  -0.352  0.970  -4.250  0.0587
O  1.026  1.477  0.855  -0.1745
Al  0.702  2.293  2.447  0.2077
H  4.701  -4.182  -7.638  0.0694
H  4.373  3.721  2.657  0.1030
H  3.073  1.955  -2.307  0.0566
C  2.206  3.594  2.753  -0.1648
H  -2.781  -1.586  -1.005  0.1048
Br  -3.925  4.057  3.125  0.6832
O  -3.047  -4.947  -1.619  -0.0976
C  3.037  -2.763  1.263  -0.0976
H  -2.746  1.410  1.256  0.1264
H  2.512  3.447  -2.991  0.0507
H  -1.389  -5.419  -3.457  0.0572
H  0.663  -4.655  -4.703  0.0996
H  2.615  3.665  -0.029  0.0194
H  -0.952  0.040  -0.763  0.0756
O  -3.955  3.440  6.390  -0.1245
P  0.737  2.313  -1.800  1.0495
H  -3.439  -6.053  1.550  0.0736
H  -1.901  4.880  8.656  0.0702
H  2.033  -2.663  0.847  0.0564
C  4.020  -1.923  0.466  -0.3155
H  4.854  -2.864  -6.466  0.0745
H  0.756  3.406  0.248  0.0927
C  1.569  0.013  4.018  -0.6088
H  -3.579  -6.754  -0.870  0.1075
C  -1.944  0.291  -0.404  -0.1868
H  0.735  -0.167  -1.603  0.0662
C  -1.774  1.184  0.807  -0.1230
H  1.656  0.424  -2.947  0.0642
H  -1.488  3.886  -1.099  0.0797
C  3.186  3.617  -0.946  -0.1369
C  -2.611  -1.064  -0.061  -0.1812
H  -4.654  5.145  1.041  0.0400
H  2.168  4.429  2.050  0.0557
H  -0.452  0.298  3.526  0.0745
H  -2.879  -4.456  1.026  0.0440
C  4.179  -3.338  -7.180  -0.0941
C  -1.077  2.540  0.557  -0.4750
C  0.717  0.569  -2.405  -0.4221
O  2.042  -0.529  2.854  0.0235
H  -1.221  0.634  1.561  0.0853
H  -1.902  3.652  6.473  0.1104
H  5.031  -2.027  0.879  0.1057
O  1.998  -4.403  -7.425  -0.0895
O  -0.861  3.026  1.890  -0.1589
H  -0.226  -0.723  -3.808  0.0388
H  4.121  3.113  -0.698  0.0686
H  -2.840  2.887  -0.648  0.1019
H  -0.361  -3.712  -5.790  0.1101
H  2.441  -5.162  -7.815  0.0762
H  -2.394  -4.484  -4.556  0.0785
C  -1.453  -5.030  -4.476  -0.0871
H  -3.666  4.718  8.743  0.0705
H  2.997  -2.426  2.301  0.0620
H  0.187  1.381  4.810  0.0735
H  -2.512  -4.191  -1.356  0.0646
H  -2.935  5.708  7.482  0.0704
H  4.044  -2.248  -0.575  0.1040
C  -2.613  4.618  0.568  -0.2653
H  3.319  -3.819  1.252  0.0695
H  -1.941  -6.237  -0.445  0.1081
O  2.108  -0.271  5.049  0.0801
H  3.949  -2.625  -7.972  0.0750
H  -4.517  -4.980  0.638  0.0764
H  1.572  -0.106  2.113  0.0705
H  -0.057  -2.717  2.029  0.0297
C  -0.284  -4.111  -4.780  -0.3146
F  3.826  2.072  3.660  -0.0711
C  2.488  2.848  -2.085  -0.3946
H  -1.380  0.280  -2.946  0.0416
C  -0.400  0.280  -3.411  -0.1697
H  2.149  4.014  3.762  0.0586
C  3.577  2.969  2.613  -0.2898
H  2.380  -2.954  -6.058  0.1120
H  -4.436  3.439  0.748  0.0508

Values from the calculation:
Net charge: -1
Total energy (a.u.): -5038.3492
HOMO level (eV): -5.1055
Gap between HOMO and LUMO (eV): 7.2253

---

Record 3
C28H61B3Cl2O9 | wB97M-V/def2-TZVPD

Each line ends with the Löwdin charge.
CARTESIAN COORDINATES (ANGSTROEM)
H  -1.985  11.560  -5.293  0.0784
C  6.813  4.648  -1.197  -0.0367
O  -2.006  8.233  -5.774  -0.0635
H  4.651  6.340  -1.363  0.1195
H  -3.040  -7.843  -3.295  0.0781
C  -7.991  -5.568  -0.138  -0.4874
H  -2.268  8.024  -4.866  0.0639
H  4.369  -0.851  2.026  0.1411
H  5.988  -3.455  2.082  0.0811
H  -8.202  -6.481  1.816  0.0812
C  0.927  6.539  1.263  -0.1255
C  0.530  -6.968  5.858  -0.0635
H  -0.082  -1.464  1.552  0.0771
H  -4.250  9.414  -4.916  0.0806
C  6.493  2.251  0.879  -0.0480
O  2.206  5.370  -2.245  0.1966
H  0.962  -7.408  6.760  0.0814
H  -9.637  -6.644  0.781  0.0811
H  0.920  -5.370  0.056  0.0836
H  -1.164  -2.233  0.371  0.0786
C  5.396  3.324  0.658  -0.0212
C  -4.445  -4.894  -2.144  -0.0631
H  0.830  7.077  2.284  0.0878
B  3.031  4.752  -1.199  -0.4293
C  -0.485  -2.421  1.207  -0.0605
H  -0.469  -4.617  6.952  0.0812
O  -2.447  -6.035  -1.438  -0.0665
H  1.982  6.070  1.276  0.0853
H  4.052  6.156  0.365  0.1140
C  5.215  -2.779  2.463  -0.0592
O  0.440  -5.009  4.464  -0.0680
B  1.159  3.370  -0.619  -0.2095
C  5.113  -1.531  1.601  -0.4896
O  2.592  3.444  -0.760  0.1710
H  -1.959  10.285  -4.055  0.0764
C  -3.320  -5.833  -2.549  -0.4924
H  5.502  -2.517  3.486  0.0790
H  6.292  1.418  1.632  0.0742
C  -3.860  -7.175  -3.018  -0.0636
H  -2.961  -6.439  -0.726  0.0900
O  0.227  4.393  -1.091  0.1659
H  -2.110  9.796  -7.079  0.1377
B  0.925  5.562  -1.557  -0.5118
C  0.640  -3.359  0.801  -0.4976
H  -1.062  -2.839  2.039  0.0766
H  1.000  -3.965  2.625  0.0495
H  0.118  5.728  1.269  0.1045
C  7.918  3.573  -0.978  -0.0776
C  5.508  4.506  -0.368  -0.1721
O  1.513  -3.559  1.911  -0.0715
H  -8.048  -3.422  -0.392  0.0814
C  4.310  5.565  -0.584  -0.0424
H  1.054  -5.029  7.769  0.0814
H  -5.024  -5.313  -1.313  0.0447
C  7.788  2.373  0.017  -0.0638
H  -0.457  -5.199  1.135  0.0794
H  -9.552  -4.113  0.253  0.0813
C  4.731  -1.877  0.171  -0.0518
H  0.959  -3.631  6.678  0.0817
H  -4.418  -7.672  -2.218  0.0801
H  4.406  3.277  1.238  0.1004
H  3.766  -2.389  0.134  0.0677
C  0.450  7.104  -1.347  -0.5202
H  5.486  -2.522  -0.290  0.0830
C  -2.411  9.572  -6.051  -0.5027
H  4.264  -3.316  2.493  0.0696
C  -3.922  9.679  -5.927  -0.0678
C  -1.707  10.521  -5.094  -0.0666
Cl  -0.732  8.674  0.640  0.5303
H  0.807  -7.587  5.000  0.0815
C  0.619  -4.658  6.838  -0.0634
C  -8.462  -4.183  0.276  -0.0623
H  -4.041  -3.938  -1.799  0.0806
C  0.100  -4.701  0.334  -0.0597
H  1.706  8.272  0.091  0.1262
O  6.365  -0.846  1.605  -0.0854
H  -8.188  -7.629  0.486  0.0802
O  -6.565  -5.611  -0.117  -0.0878
H  1.230  -2.902  0.002  0.1298
C  -8.544  -6.640  0.788  -0.0645
H  -8.307  -5.772  -1.165  0.1426
H  -0.521  -5.014  4.562  0.0946
H  1.072  7.755  -2.071  0.1242
H  -8.117  -3.939  1.286  0.0817
H  -5.123  -4.706  -2.982  0.0838
Cl  -1.300  7.274  -1.916  0.5556
H  -2.728  -5.376  -3.348  0.1372
H  6.988  5.497  -1.955  0.0984
H  -0.622  10.425  -5.186  0.0790
H  -0.561  -4.583  -0.528  0.0643
H  -6.275  -5.432  0.789  0.0986
H  -4.266  10.692  -6.150  0.0785
C  1.008  -5.539  5.661  -0.4882
H  4.671  -0.972  -0.440  0.0804
H  8.581  1.571  0.155  0.0812
H  -0.561  -7.008  5.938  0.0811
H  0.732  2.378  -0.109  0.1100
H  7.031  -1.439  1.231  0.0922
H  2.094  -5.528  5.538  0.1433
C  0.731  7.669  0.143  -0.6516
H  8.874  3.681  -1.584  0.0767
H  -4.520  -7.055  -3.881  0.0790
H  -4.414  8.983  -6.612  0.0792

Values from the calculation:
Net charge: 0
Total energy (a.u.): -2775.6266
HOMO level (eV): -8.4172
Gap between HOMO and LUMO (eV): 8.5443
SMILES: C[C@H](Cl)[C@H](Cl)B1OBOB(Cc2ccccc2)O1.CC(C)O.CC(C)O.CC(C)O.CC(C)O.CC(C)O.CC(C)O

---

Record 4
C28H61BN4O12PS3 | wB97M-V/def2-TZVPD

Each line ends with the Löwdin charge.
CARTESIAN COORDINATES (ANGSTROEM)
H  0.450  5.403  -0.129  0.1133
H  6.538  4.093  -2.538  0.0849
H  -3.703  -1.280  -5.675  0.0779
H  1.456  4.907  4.496  0.1332
H  -6.141  -4.898  -4.405  0.1237
C  3.303  1.785  5.129  0.0245
H  -6.976  -2.802  5.876  0.0746
H  6.070  -1.556  0.974  0.0761
H  -2.625  -3.655  1.698  0.1074
H  6.107  4.228  -0.840  0.0891
C  5.169  -2.074  0.646  -0.0871
N  2.248  -0.675  -1.161  0.2444
C  1.995  0.535  -1.706  -0.2469
H  -7.593  -4.301  -2.513  0.0852
H  -2.682  0.247  0.281  0.1120
C  4.835  2.918  -1.946  -0.2462
C  1.328  3.975  1.200  -0.2070
N  0.990  1.292  -1.303  0.0045
H  4.171  2.836  -1.085  0.1088
C  -3.925  0.057  3.725  -0.1194
H  -0.025  4.694  2.714  0.1201
H  -1.486  -0.228  1.512  0.0996
H  -0.408  -3.441  0.198  0.0963
H  5.804  -3.274  -1.061  0.1171
H  -2.285  -1.099  -4.605  0.0667
C  3.424  3.158  4.522  -0.5183
C  -7.375  -1.730  4.039  -0.2403
H  0.752  2.473  -3.025  0.1134
C  1.185  3.815  -1.358  -0.1479
C  0.589  2.541  -1.950  -0.1183
H  -1.912  -2.283  2.553  0.0974
C  -5.792  -4.196  -3.652  -0.2331
S  -3.957  -2.359  -3.609  0.5481
O  -3.141  -3.209  -2.791  -0.2850
H  -5.140  -4.734  -2.965  0.1140
H  -0.237  -1.249  -0.613  0.0919
C  3.824  -2.512  -1.468  -0.1109
H  -7.531  -2.928  -3.632  0.0871
C  0.611  -2.525  1.868  -0.0996
H  -7.921  -1.328  6.082  0.0864
O  4.260  3.968  4.835  0.1161
C  -7.755  -2.185  5.430  -0.0687
H  0.872  0.488  0.632  0.1205
C  5.235  -2.370  -0.854  -0.2222
C  3.246  -1.190  -1.828  -0.2578
H  -0.498  2.589  -1.842  0.1382
H  0.791  -2.786  2.912  0.0766
H  -7.116  -2.568  3.391  0.1122
H  3.096  -0.186  -5.256  0.0884
H  -0.494  3.931  0.026  0.1118
H  3.859  -3.162  -2.338  0.1065
H  4.234  1.242  4.964  0.0903
H  5.120  5.053  -2.062  0.0869
O  2.449  2.130  -4.681  0.2037
N  3.677  -0.343  -2.808  -0.0303
O  5.166  -2.073  -4.039  -0.1499
H  2.543  2.982  -5.126  0.1422
O  -4.624  -1.247  -3.001  -0.2773
H  2.462  1.225  4.733  0.0778
H  -8.186  -1.179  3.568  0.1221
H  -4.156  0.263  2.683  0.0692
O  -4.553  -1.627  5.613  -0.2659
C  -6.948  -3.533  -2.938  -0.0680
H  3.138  -2.945  -0.741  0.1184
H  5.460  2.025  -1.966  0.0494
H  1.137  2.942  1.497  0.1008
S  -4.811  -1.377  4.230  0.5591
C  5.697  4.154  -1.848  -0.0438
H  -8.673  -2.771  5.378  0.0839
H  1.542  -2.661  1.314  0.0497
O  4.063  2.973  -3.162  0.1112
H  1.093  4.586  -2.127  0.1258
O  -4.612  -2.431  3.279  -0.2775
H  4.326  -1.419  0.879  0.0676
H  1.039  5.924  2.016  0.1172
H  -4.213  0.886  4.366  0.0769
O  4.056  -0.223  -5.356  -0.1422
N  2.896  0.822  -2.681  0.1875
C  -3.030  -1.790  -4.992  -0.1209
H  5.084  -2.986  1.235  0.0806
H  -0.362  1.660  0.217  0.1143
H  3.203  1.915  6.206  0.0956
H  0.385  -1.456  1.844  0.0469
C  -1.941  -2.814  1.596  -0.2085
C  -1.886  -0.464  0.521  -0.1949
H  -6.603  -2.886  -2.133  0.0728
S  6.455  0.538  -3.815  0.5022
H  5.762  -1.550  -1.348  0.0838
C  0.194  0.802  -0.161  -0.1411
C  0.526  4.315  -0.061  -0.1848
B  3.167  2.059  -3.531  -0.7575
O  -6.268  -0.788  4.046  -0.2631
O  2.488  3.408  3.560  -0.0494
H  2.791  5.460  3.452  0.1247
C  -0.537  -3.356  1.281  -0.2399
H  2.395  4.075  0.977  0.1180
H  -1.211  -0.117  -1.517  0.1233
C  1.967  4.754  3.544  -0.1549
H  4.458  -2.605  -4.426  0.1045
O  -4.988  -3.246  -4.409  -0.2615
H  -3.583  -1.827  0.580  0.1066
C  -0.782  -0.307  -0.529  -0.1785
H  -0.449  -4.369  1.681  0.1035
H  -2.869  -0.172  3.851  0.0683
H  -2.557  -2.643  -5.470  0.0752
C  0.994  4.893  2.376  -0.1620
H  -2.275  -2.335  -0.452  0.0890
C  -2.496  -1.878  0.518  -0.1923
P  4.907  -0.511  -4.038  0.1679
H  2.252  3.695  -1.180  0.0880

Values from the calculation:
Net charge: +1
Total energy (a.u.): -3786.1593
HOMO level (eV): -12.1492
Gap between HOMO and LUMO (eV): 9.5164